1.
Molecular formula: C2H7NS2
Method: DFT, wB97M-V/def2-TZVPD

The calculation puts the orbital gap (spin up / spin down) at 3.94 / 7.79 eV. Its HOMO energy (spin up / spin down) is 0.009 / -3.858 eV. For the maximum force, the calculation gives 0.061 Eh/bohr. The value obtained for the energy is -931.47565 Ha. The energy above the lowest of the compared OMol25 structures with the same formula, charge and spin is 22.7 kcal per mole. As for the charge: -1. Its multiplicity is 2.

```
12
C2H7NS2 (wB97M-V/def2-TZVPD)
H -0.03 -2.27 0.44
H 1.87 2.12 0.57
H -0.01 -3.25 -1.07
S -1.14 0.54 -1.09
C -0.35 -2.35 -0.58
C 1.27 1.92 1.48
H -0.39 2.14 0.56
H 1.78 1.90 2.45
N 0.02 2.09 1.50
S 0.38 -0.96 -1.51
H -1.95 0.43 -2.18
H -1.45 -2.32 -0.58
```

***

2.
Molecular formula: C2H7NS2
Method: DFT, wB97M-V/def2-TZVPD

The calculation puts the orbital gap at 8.51 eV. Its HOMO energy is -8.005 eV. For the maximum force, the calculation gives 0.038 Eh/bohr. The SMILES is C=CN.SS. The value obtained for the energy is -931.47908 Ha. The energy above the lowest of the compared OMol25 structures with the same formula, charge and spin is 27.9 kcal per mole.

```
12
C2H7NS2 (wB97M-V/def2-TZVPD)
H -1.07 3.26 -1.20
H 1.51 -2.94 -1.54
S -1.03 2.47 -0.06
H 0.83 -3.51 0.00
H 2.95 -1.29 -0.29
N 2.23 -1.89 1.58
H 2.84 -1.44 2.23
S -1.65 0.64 -0.59
C 1.44 -2.75 -0.48
C 2.29 -1.98 0.21
H 1.41 -2.26 2.04
H -2.66 0.58 0.34
```

***

3.
Molecular formula: C2H7NS2
Method: DFT, wB97M-V/def2-TZVPD

The calculation puts the orbital gap at 9.02 eV. Its HOMO energy is -8.687 eV. For the maximum force, the calculation gives 0.052 Eh/bohr. The SMILES is C=NC.SS. The value obtained for the energy is -931.44224 Ha. The energy above the lowest of the compared OMol25 structures with the same formula, charge and spin is 51.0 kcal per mole.

```
12
C2H7NS2 (wB97M-V/def2-TZVPD)
N 0.41 1.90 -2.33
H 1.62 1.19 -0.79
H -0.64 -2.52 1.17
C -0.44 1.25 -3.34
H 0.36 0.21 3.03
C 1.40 1.28 -1.86
H 0.16 1.14 -4.28
S -1.24 -1.42 1.71
H -0.78 0.27 -3.01
H 2.02 0.58 -2.43
S 0.59 -0.54 1.90
H -1.34 1.81 -3.55
```

***

> Among the records above, which one has the highest energy?

number 3

***

> The highest energy belongs to which entry?

number 3

***

> The lowest maximum force belongs to which entry?

number 2